Arrangement 1

Here is a cluster of 2 separate species, C3H12N2S in total from the OMol25 dataset. Energies are from wB97M-V/def2-TZVPD.

Results
- 2S+1 = 1
- HOMO energy (eV) = -8.39
- SMILES = CSC.NCN

Geometry (Å):
C: 0.34 -0.52 -1.83
S: -0.80 0.71 -2.57
C: -2.50 0.36 -2.68
H: 1.37 -0.05 -1.89
H: 0.56 -1.51 -2.39
H: 0.14 -0.76 -0.73
H: -2.63 -0.76 -3.05
H: -3.18 0.76 -1.88
H: -2.73 1.10 -3.39
N: 0.50 1.17 2.82
C: 1.20 -0.19 2.80
N: 1.23 -0.81 1.39
H: 0.88 1.74 2.10
H: -0.54 1.10 2.82
H: 2.21 -0.15 3.13
H: 0.72 -0.87 3.45
H: 1.08 -0.12 0.70
H: 2.12 -1.20 1.21

=====

Arrangement 2

Here is a cluster of 2 separate species, C3H12N2S in total from the OMol25 dataset. Energies are from wB97M-V/def2-TZVPD.

Results
- 2S+1 = 1
- HOMO energy (eV) = -8.81
- SMILES = CCS.NCN

Geometry (Å):
C: 3.04 -0.58 0.11
C: 1.61 -0.15 -0.11
S: 1.35 1.37 -1.15
H: 3.56 -0.77 -0.83
H: 3.57 0.14 0.73
H: 3.02 -1.50 0.70
H: 1.08 0.02 0.83
H: 1.12 -0.94 -0.68
H: 2.22 1.16 -2.15
N: -1.65 -0.35 1.67
C: -2.45 -0.17 0.49
N: -3.36 -1.28 0.16
H: -1.19 -1.24 1.77
H: -2.05 0.02 2.50
H: -1.81 -0.08 -0.38
H: -3.02 0.76 0.51
H: -3.58 -1.78 1.01
H: -2.94 -1.95 -0.46

=====

Which of them is most stable? Easy: arrangement 2.

=====

Arrangement 1

Here is an isolated molecule of C2H5N3O2 from the OMol25 dataset. Energies are from wB97M-V/def2-TZVPD.

Results
- 2S+1 = 1
- HOMO energy (alpha / beta) (eV) = -8.37 / -8.38

Geometry (Å):
C: -1.38 -0.16 -0.54
C: -0.39 -0.72 0.53
N: -1.18 1.06 -0.80
N: 1.05 -0.52 0.19
N: 1.61 0.60 0.44
O: 1.45 -1.14 -0.75
O: 2.60 1.19 -0.03
H: -2.04 -0.86 -1.11
H: 1.35 1.09 1.30
H: -0.65 -0.43 1.48
H: -0.65 -1.81 0.55
H: -1.76 1.70 -1.27

=====

Arrangement 2

Here is an isolated molecule of C2H5N3O2 from the OMol25 dataset. Energies are from wB97M-V/def2-TZVPD.

Results
- 2S+1 = 1
- HOMO energy (eV) = -9.63
- SMILES = O=CNNNC=O

Geometry (Å):
C: -1.82 0.51 -0.46
C: 1.80 -0.35 -0.59
N: -0.87 1.01 0.43
N: 0.82 -0.89 0.21
N: 0.19 -0.01 1.17
O: -2.30 -0.60 -0.48
O: 1.92 0.80 -0.64
H: -2.28 1.41 -1.04
H: 2.53 -1.19 -0.89
H: -0.24 1.72 0.11
H: 0.57 -1.87 0.28
H: -0.33 -0.55 1.90

=====

Arrangement 3

Here is a structure of composition C2H5N3O2 from the OMol25 dataset. Energies are from wB97M-V/def2-TZVPD.

Results
- 2S+1 = 1
- HOMO energy (eV) = -8.43

Geometry (Å):
N: -0.54 -0.25 -0.47
C: 0.19 0.69 0.56
N: -0.68 -1.56 -0.02
C: 1.47 0.76 -0.19
O: -1.74 0.35 -0.92
N: 2.68 0.70 0.12
O: -0.46 1.43 1.24
H: -1.99 0.97 -0.21
H: -0.98 -2.14 -0.80
H: -1.37 -1.60 0.72
H: 2.86 0.53 1.11
H: 0.56 0.11 -1.13

=====

Arrangement 4

Here is an isolated molecule of C2H5N3O2 from the OMol25 dataset. Energies are from wB97M-V/def2-TZVPD.

Results
- 2S+1 = 1
- HOMO energy (eV) = -9.79
- SMILES = O=CNNNC=O

Geometry (Å):
C: 1.12 1.20 0.52
C: -0.87 -1.91 0.10
N: -0.16 1.41 0.33
N: -0.42 -0.85 -0.61
N: -1.08 0.37 -0.66
O: 1.83 0.33 0.04
O: -1.98 -1.98 0.59
H: 1.55 1.88 1.31
H: -0.19 -2.75 -0.09
H: -0.44 2.25 0.86
H: 0.54 -0.73 -0.96
H: -0.88 0.64 -1.66

=====

Which of them is most stable? Easy: arrangement 2.

=====

Arrangement 1

Here is a cluster of 2 separate species, C4H12NO2 in total from the OMol25 dataset. Energies are from wB97M-V/def2-TZVPD.

Results
- 2S+1 = 2
- ⟨S²⟩ = 0.75
- HOMO energy (alpha / beta) (eV) = -9.79 / -9.72

Geometry (Å):
C: 0.27 0.02 0.25
N: -0.63 -0.15 -0.85
C: -0.06 0.08 -2.21
O: 0.69 1.21 -2.29
C: 0.54 -1.22 1.11
C: -0.59 -1.51 2.15
H: 0.16 0.84 0.96
H: 1.28 0.29 -0.11
H: -1.34 0.58 -0.76
H: -0.91 0.09 -2.92
H: 0.54 -0.82 -2.37
H: 0.72 -2.13 0.54
H: 1.51 -1.05 1.65
H: -0.49 -0.81 2.99
H: -0.45 -2.57 2.43
H: -1.63 -1.49 1.77
H: 0.16 2.48 -1.45
H: 0.22 2.89 -0.01
O: 0.00 3.27 -0.87

=====

Arrangement 2

Here is a cluster of 2 separate species, C4H12NO2 in total from the OMol25 dataset. Energies are from wB97M-V/def2-TZVPD.

Results
- 2S+1 = 2
- ⟨S²⟩ = 0.75
- HOMO energy (alpha / beta) (eV) = -3.97 / -7.70

Geometry (Å):
O: -2.43 1.87 0.34
C: -1.25 1.67 0.75
C: -0.76 0.23 0.59
C: 0.77 0.21 0.75
C: 1.49 0.90 -0.41
N: -1.30 -0.26 -0.69
H: -0.66 2.43 1.27
H: -1.11 -0.37 1.44
H: 1.26 -0.71 1.06
H: 1.08 0.79 1.63
H: 1.25 1.95 -0.46
H: 2.58 0.92 -0.20
H: 1.42 0.47 -1.42
H: -0.79 0.17 -1.48
H: -2.31 -0.12 -0.68
H: -1.12 -1.25 -0.84
H: 1.33 -2.89 -0.19
H: 0.18 -3.34 -1.08
O: 0.39 -2.67 -0.41

=====

Arrangement 3

Here is a cluster of 2 separate species, C4H12NO2 in total from the OMol25 dataset. Energies are from wB97M-V/def2-TZVPD.

Results
- 2S+1 = 2
- ⟨S²⟩ = 0.75
- HOMO energy (alpha / beta) (eV) = -8.84 / -8.83

Geometry (Å):
C: -0.74 -0.06 1.19
O: -0.84 -1.19 0.37
C: -0.07 1.16 0.57
C: 1.36 0.94 0.02
C: 1.49 0.93 -1.53
N: 0.74 -0.25 -2.08
H: -0.30 -0.34 2.14
H: -1.82 0.16 1.43
H: -0.10 1.93 1.36
H: -0.78 1.39 -0.23
H: 1.84 0.05 0.38
H: 2.02 1.73 0.38
H: 1.07 1.75 -2.12
H: 2.56 0.87 -1.76
H: 0.21 -0.76 -1.39
H: 0.20 -0.04 -2.90
H: -1.77 -2.13 1.44
H: -2.60 -3.37 1.00
O: -2.45 -2.78 1.74

=====

Which of them is most stable? Easy: arrangement 3.

=====

Arrangement 1

Here is an isolated molecule of C4H12NO2 from the OMol25 dataset. Energies are from wB97M-V/def2-TZVPD.

Results
- 2S+1 = 2
- ⟨S²⟩ = 0.75
- HOMO energy (alpha / beta) (eV) = -2.86 / -10.82

Geometry (Å):
C: 1.49 -1.00 -0.81
O: 0.78 -2.13 -1.31
C: 0.54 -0.41 0.28
C: 0.44 1.09 0.14
C: -0.82 1.88 0.61
O: -2.10 1.20 0.66
N: -0.84 -1.04 0.13
H: 1.68 -0.46 -1.84
H: 2.42 -1.28 -0.31
H: 1.14 -2.99 -1.52
H: 0.86 -0.78 1.27
H: 0.60 1.33 -0.99
H: 1.23 1.65 0.59
H: -1.05 2.71 0.00
H: -0.62 2.32 1.63
H: -2.32 1.32 1.60
H: -1.14 -0.80 -0.87
H: -0.78 -2.07 0.04
H: -1.52 -0.54 0.72

=====

Arrangement 2

Here is a cluster of 2 separate species, C4H12NO2 in total from the OMol25 dataset. Energies are from wB97M-V/def2-TZVPD.

Results
- 2S+1 = 2
- ⟨S²⟩ = 0.75
- HOMO energy (alpha / beta) (eV) = -3.73 / -7.62

Geometry (Å):
O: 0.24 -2.36 0.96
C: 0.01 -1.34 1.70
C: -0.19 0.02 1.07
N: 0.08 -0.08 -0.36
C: 1.41 0.49 -0.84
C: 1.37 2.01 -0.65
H: -0.02 -1.45 2.78
H: -1.26 0.31 1.11
H: 0.39 0.84 1.50
H: -0.68 0.29 -0.97
H: 0.19 -1.11 -0.51
H: 1.38 0.14 -1.90
H: 2.11 -0.15 -0.30
H: 1.78 2.36 0.29
H: 0.29 2.28 -0.56
H: 1.71 2.48 -1.57
H: -2.64 0.14 -2.08
H: -3.03 1.25 -1.08
O: -2.31 0.68 -1.36

=====

Arrangement 3

Here is a cluster of 2 separate species, C4H12NO2 in total from the OMol25 dataset. Energies are from wB97M-V/def2-TZVPD.

Results
- 2S+1 = 2
- ⟨S²⟩ = 0.76
- HOMO energy (alpha / beta) (eV) = -8.91 / -8.88

Geometry (Å):
C: -2.01 -0.31 -1.29
C: -2.02 0.52 -0.02
N: -0.73 1.04 0.41
C: 0.46 0.24 0.46
C: 1.75 1.19 0.32
O: 1.60 1.99 -0.73
H: -3.02 -0.68 -1.49
H: -1.50 -1.26 -1.11
H: -1.65 0.18 -2.21
H: -2.65 1.41 -0.13
H: -2.39 -0.08 0.84
H: -0.62 1.96 0.00
H: 0.54 -0.40 -0.42
H: 0.59 -0.33 1.42
H: 1.91 1.63 1.34
H: 2.54 0.42 0.23
H: 0.20 -3.04 0.92
H: 1.70 -3.19 0.71
O: 0.89 -3.71 0.80

=====

Which of them is most stable? Easy: arrangement 3.

=====

Arrangement 1

Here is a cluster of 2 separate species, C2H9N2O in total from the OMol25 dataset. Energies are from wB97M-V/def2-TZVPD.

Results
- 2S+1 = 1
- HOMO energy (eV) = -14.56
- total charge = +1

Geometry (Å):
C: -2.29 -0.84 -0.44
N: -0.89 -0.76 -1.02
H: -2.80 0.10 -0.52
H: -2.87 -1.65 -0.87
H: -2.19 -1.07 0.62
H: -0.66 -1.72 -1.24
H: -0.25 -0.36 -0.30
H: -0.91 -0.16 -1.83
C: 2.21 0.77 0.38
N: 2.06 1.48 1.48
O: 1.36 -0.07 0.06
H: 3.05 0.97 -0.29
H: 2.78 2.12 1.78
H: 1.40 1.19 2.19

=====

Arrangement 2

Here is a cluster of 2 separate species, C2H9N2O in total from the OMol25 dataset. Energies are from wB97M-V/def2-TZVPD.

Results
- 2S+1 = 1
- HOMO energy (eV) = -14.07
- total charge = +1

Geometry (Å):
C: 1.89 0.53 -0.44
C: -0.09 0.20 0.19
N: -2.28 0.23 -0.86
N: 0.07 -0.94 1.27
O: -0.90 -0.15 -0.83
H: 1.92 1.51 -0.90
H: 2.09 -0.27 -1.11
H: 2.39 0.71 0.52
H: -0.31 1.18 0.55
H: -2.21 1.01 -1.44
H: -2.74 -0.56 -1.27
H: 0.66 -0.69 2.08
H: -0.99 -0.99 1.46
H: 0.48 -1.75 0.79

=====

Which of them is most stable? Easy: arrangement 1.

=====

Arrangement 1

Here is an isolated molecule of C3H10BN from the OMol25 dataset. Energies are from wB97M-V/def2-TZVPD.

Results
- 2S+1 = 1
- HOMO energy (eV) = -9.20
- SMILES = CNB(C)C

Geometry (Å):
B: -0.38 -0.09 -0.12
C: -1.66 -1.04 0.50
C: -0.84 1.66 -0.75
C: 2.17 -0.09 0.12
N: 0.84 -0.67 0.16
H: -1.44 -1.16 1.51
H: -1.37 -1.96 0.04
H: -2.65 -0.86 0.21
H: -0.22 2.39 -0.30
H: -1.83 1.67 -0.25
H: -0.87 1.60 -1.79
H: 2.19 0.83 -0.41
H: 2.40 0.12 1.13
H: 2.99 -0.73 -0.36
H: 0.67 -1.66 0.32

=====

Arrangement 2

Here is a cluster of 2 separate species, C3H10BN in total from the OMol25 dataset. Energies are from wB97M-V/def2-TZVPD.

Results
- 2S+1 = 1
- HOMO energy (eV) = -7.44

Geometry (Å):
B: -0.35 0.47 0.02
C: -1.56 1.42 -0.01
C: -1.02 -1.95 -0.22
C: 2.18 -0.11 0.05
N: 1.01 0.75 0.13
H: -2.44 1.16 -0.50
H: -1.44 2.42 -0.25
H: -1.87 1.37 1.17
H: -0.04 -2.28 -0.46
H: -1.63 -1.46 -0.97
H: -1.57 -2.48 0.53
H: 2.50 -0.49 1.08
H: 1.86 -0.95 -0.59
H: 3.07 0.41 -0.40
H: 1.30 1.71 0.40

=====

Which of them is most stable? Easy: arrangement 1.